# 1
{
  "formula": "C6H9BrS",
  "method": "ωB97M-V/def2-TZVPD",
  "homo_lumo_gap_ha": 0.3324,
  "e_homo_ev": -8.379,
  "mol_weight_g_mol": 193.1,
  "smiles": "C/C(S)=C\\Br.C=C=C",
  "e_tot_ev": -87242.320,
  "charge": 0,
  "species": ["Br", "S", "C", "C", "C", "C", "C", "C", "H", "H", "H", "H", "H", "H", "H", "H", "H"],
  "coordinates": [[-3.48953, -0.53006, 0.00012], [-0.38671, 2.26584, -1.23359], [1.67083, -1.43191, -0.26224], [-1.26103, 1.23669, -0.10830], [-0.86034, 1.10550, 1.38826], [2.86939, -1.03877, 0.11722], [-2.10303, 0.45963, -0.84101], [0.60461, -2.06430, -0.73876], [3.44103, -1.39184, 0.91433], [0.63526, -3.05798, -1.07062], [-0.01715, 0.45217, 1.55552], [-0.40300, -1.65984, -0.62602], [0.63013, 2.68846, -0.30499], [-1.65791, 0.68920, 1.91162], [-0.73106, 2.12602, 1.77396], [-2.36864, 0.64312, -1.84925], [3.42716, -0.49193, -0.62624]],
  "forces_ev_per_a": [[0.13, -0.35, 0.07], [2.06, 1.26, 1.80], [-0.10, -1.47, -0.17], [0.20, -1.88, -0.75], [-0.26, 1.52, -2.09], [-1.33, 0.16, -2.27], [-0.38, 0.99, 2.70], [0.23, 2.32, 1.66], [0.23, -0.32, 1.67], [0.49, -1.13, -0.78], [0.54, 0.13, -0.29], [0.30, 0.11, 0.01], [-1.38, -0.58, -1.43], [-1.54, -0.77, 0.86], [0.39, -0.39, 0.01], [0.26, 0.05, -0.89], [0.17, 0.33, -0.10]]
}

***

# 2
{
  "formula": "C6H9Cl",
  "method": "ωB97M-V/def2-TZVPD",
  "homo_lumo_gap_ha": 0.3550,
  "e_homo_ev": -8.825,
  "mol_weight_g_mol": 116.6,
  "smiles": "C=C/C(=C/C)CCl",
  "e_tot_ev": -18888.891,
  "charge": 0,
  "species": ["Cl", "C", "C", "C", "C", "C", "C", "H", "H", "H", "H", "H", "H", "H", "H", "H"],
  "coordinates": [[-2.06861, 0.83038, 2.05855], [1.10399, 0.81578, 1.05942], [0.00053, 0.12322, 0.34998], [-1.27376, -0.38952, 1.13003], [0.10428, -0.24425, -0.92497], [-0.96269, -0.76736, -1.83577], [2.37449, 0.88319, 0.69705], [-1.69038, 0.01623, -2.15857], [-0.95672, -1.17674, 1.80480], [0.76183, 1.35908, 1.94048], [-1.98128, -0.79093, 0.39050], [0.93428, 0.14975, -1.48585], [2.77291, 0.44503, -0.20129], [3.06050, 1.34684, 1.44462], [-0.57704, -1.02883, -2.79885], [-1.60233, -1.57188, -1.47012]],
  "forces_ev_per_a": [[-0.56, 1.00, 0.68], [-1.29, 0.03, 0.10], [-0.89, -1.13, 0.42], [1.87, -0.26, -1.65], [-0.67, 1.08, -0.65], [-1.28, 0.44, -0.23], [0.66, 0.44, 1.39], [0.45, -0.05, 0.68], [-0.08, -0.14, 0.12], [0.29, -0.27, 0.12], [0.28, 0.17, 0.51], [0.55, -0.09, 0.03], [0.14, -0.21, -0.05], [-0.39, -0.19, -1.12], [0.59, -0.67, -0.41], [0.34, -0.15, 0.06]]
}

***

# 3
{
  "formula": "C6H9Cl2CoNdO4P",
  "method": "ωB97M-V/def2-TZVPD",
  "homo_lumo_gap_ha": [0.3327, 0.1686],
  "spin_multiplicity": 8,
  "e_homo_ev": [-26.066, -25.601],
  "mol_weight_g_mol": 450.2,
  "e_tot_ev": -101742.699,
  "charge": 4,
  "s_squared": 15.806,
  "species": ["Nd", "Co", "Cl", "Cl", "P", "O", "O", "O", "O", "C", "C", "C", "C", "C", "C", "H", "H", "H", "H", "H", "H", "H", "H", "H"],
  "coordinates": [[-0.25226, 0.59266, -3.13087], [0.25515, 0.69842, -0.68889], [-1.08239, 2.83695, -2.15373], [-0.82731, -1.71400, -2.09151], [-0.46268, -0.27809, 1.78871], [-1.10240, 0.48132, 0.61968], [0.89567, 2.30910, -6.42335], [1.83439, 2.90208, 0.11207], [0.70581, -2.29551, -5.58009], [1.33183, -0.55306, 1.74868], [-1.14981, -1.93143, 1.87354], [0.42709, -1.38988, -4.93152], [0.54485, 1.77645, -5.46778], [-0.85574, 0.65039, 3.26541], [1.38400, 2.01691, -0.49672], [-2.23780, -1.84793, 1.82405], [-0.82590, -2.49631, 0.99450], [1.60989, -1.19954, 0.90799], [1.58379, -1.06461, 2.68319], [-0.50245, 0.09565, 4.13413], [-0.83283, -2.41802, 2.80194], [1.88921, 0.38658, 1.68730], [-1.93894, 0.80194, 3.30249], [-0.39116, 1.63993, 3.22078]],
  "forces_ev_per_a": [[-0.94, -1.51, -5.32], [-2.84, -3.10, 1.35], [0.27, -0.26, 0.91], [0.69, 1.79, 0.88], [1.94, -1.75, 2.12], [0.20, 0.51, -1.06], [-1.48, -2.25, 3.94], [-1.91, -4.35, -3.51], [-1.14, 3.65, 2.58], [-0.62, 0.89, -1.01], [-1.51, -0.88, -0.08], [1.17, -3.66, -2.75], [1.51, 2.43, -4.11], [-1.20, 1.22, 1.02], [4.85, 7.96, 4.53], [-0.11, -0.07, 0.23], [0.33, 0.20, -0.13], [0.11, -0.24, 0.08], [0.07, -0.06, 0.04], [0.14, -0.47, 0.04], [0.11, 0.24, 0.14], [0.16, -0.07, 0.32], [-0.06, -0.17, 0.09], [0.25, -0.04, -0.29]]
}

***

# 4
{
  "formula": "C6H9Cl2F5O3PS",
  "method": "ωB97M-V/def2-TZVPD",
  "homo_lumo_gap_ha": 0.2382,
  "e_homo_ev": -3.997,
  "mol_weight_g_mol": 358.1,
  "e_tot_ev": -71267.622,
  "charge": -1,
  "species": ["Cl", "Cl", "S", "P", "F", "F", "F", "F", "F", "O", "O", "O", "C", "C", "C", "C", "C", "C", "H", "H", "H", "H", "H", "H", "H", "H", "H"],
  "coordinates": [[-1.76733, 4.19753, -4.98972], [-3.77465, 2.33462, -3.93702], [0.10870, -0.39696, 2.20323], [1.89956, -2.23038, 0.69598], [-0.89442, 1.90350, -1.09817], [0.56557, 0.32389, -1.12590], [-1.48996, 1.57859, 1.40701], [-1.52162, -0.11913, -0.71729], [0.64053, 1.99835, 1.08239], [1.30868, 0.08038, 2.87274], [1.59758, -2.62523, -0.91060], [-1.08710, -0.38877, 3.03025], [-0.31320, 1.03213, 1.00665], [2.91475, -0.69132, 0.46183], [0.23031, -1.79016, 1.27909], [-0.32024, -2.99183, 2.08780], [-2.36743, 3.33577, -3.56149], [-0.53429, 0.73472, -0.49757], [0.97173, -1.97790, -1.26449], [-0.69148, -3.74096, 1.37960], [3.11465, -0.58305, -0.60724], [-1.16767, -2.69067, 2.70244], [3.87494, -0.84255, 0.95983], [0.45010, -3.45084, 2.71493], [2.48762, 0.23427, 0.82842], [-1.57924, 2.69847, -3.18498], [-2.65610, 4.06752, -2.81772]],
  "forces_ev_per_a": [[0.01, 0.02, 0.01], [0.00, 0.00, 0.01], [-0.37, -0.13, 0.57], [-0.05, -0.34, -0.09], [0.05, -0.01, -0.03], [0.09, -0.15, 0.05], [0.28, 0.04, -0.03], [0.02, -0.08, 0.03], [-0.20, -0.15, -0.15], [-0.12, 0.20, -0.44], [-0.06, 0.19, 0.01], [0.15, -0.14, -0.24], [-0.04, 0.06, 0.07], [0.01, 0.12, -0.23], [0.88, 0.20, 0.76], [-0.41, 0.11, -0.74], [0.02, 0.00, 0.04], [-0.12, 0.37, 0.11], [-0.02, -0.13, -0.04], [0.11, -0.08, 0.15], [-0.02, -0.09, 0.02], [0.06, -0.01, 0.03], [-0.10, 0.02, 0.06], [-0.10, -0.04, 0.03], [-0.02, 0.05, 0.09], [0.00, -0.04, -0.05], [-0.03, 0.02, -0.02]]
}

***

# 5
{
  "formula": "C6H9ClFN2O5PTa",
  "method": "ωB97M-V/def2-TZVPD",
  "homo_lumo_gap_ha": 0.2437,
  "e_homo_ev": -4.751,
  "mol_weight_g_mol": 455.5,
  "e_tot_ev": -45665.359,
  "charge": -1,
  "species": ["Ta", "Cl", "P", "F", "O", "O", "O", "O", "O", "N", "N", "C", "C", "C", "C", "C", "C", "H", "H", "H", "H", "H", "H", "H", "H", "H"],
  "coordinates": [[0.60376, 0.22333, -0.02916], [0.30352, 4.01088, 0.05710], [-0.22926, -0.73216, 2.22514], [2.14139, -2.27460, -2.83792], [-0.61802, 0.73256, -3.49191], [1.10794, -1.45927, 2.94291], [-1.65653, -1.63409, -0.82607], [1.83261, -3.69409, -1.20532], [-1.47458, 3.39124, -1.71064], [0.02800, -2.56321, -2.05515], [1.22167, 0.84130, -2.01335], [-1.19974, 1.67541, -0.09492], [-0.48798, -1.56258, -1.07014], [0.36237, 0.67070, -2.83015], [-0.93736, 2.96823, -0.74028], [1.36273, -2.89800, -1.94836], [-0.69594, 0.60406, 3.40012], [1.63125, 1.48212, 0.80726], [2.10911, -0.83932, 0.09670], [-0.22245, -2.32756, -3.00745], [0.13083, 1.23887, 3.68290], [-2.02336, 1.23241, -0.64226], [-1.55562, 1.89987, 0.90304], [0.83809, -2.36325, 3.09647], [-1.09354, 0.15378, 4.29977], [-1.47889, 1.22338, 2.99167]],
  "forces_ev_per_a": [[-0.31, 0.82, -1.17], [0.07, 0.12, 0.22], [0.03, 0.15, -0.64], [0.33, 0.25, -0.69], [0.88, -0.93, -0.52], [-0.28, 0.37, 0.10], [-0.58, 0.60, -0.19], [0.11, 0.21, 0.19], [0.20, 0.26, -0.32], [0.07, 0.34, -0.04], [0.64, -0.88, 1.56], [0.44, 0.39, 0.37], [1.08, -1.28, 0.33], [-2.14, 1.62, -0.20], [-0.59, -0.23, -0.28], [-0.22, -0.67, 0.48], [0.32, -0.26, 0.24], [0.37, -0.74, -0.10], [-0.31, 0.20, 0.35], [-0.19, 0.21, -0.01], [0.35, 0.22, -0.03], [-0.15, -0.30, -0.20], [0.12, -0.08, 0.46], [0.14, -0.34, 0.15], [-0.13, -0.18, 0.30], [-0.26, 0.14, -0.34]]
}

***

# 6
{
  "formula": "C6H9ClN2",
  "method": "ωB97M-V/def2-TZVPD",
  "homo_lumo_gap_ha": 0.3018,
  "e_homo_ev": -7.639,
  "mol_weight_g_mol": 144.6,
  "smiles": "C=CN1C=CN(C)[C@@H]1Cl",
  "e_tot_ev": -21868.254,
  "charge": 0,
  "species": ["Cl", "N", "N", "C", "C", "C", "C", "C", "C", "H", "H", "H", "H", "H", "H", "H", "H", "H"],
  "coordinates": [[1.05875, 1.18721, -1.93831], [-0.23392, 1.02331, 0.61651], [-0.31144, -0.93162, -0.47596], [1.23723, -2.78593, -1.06963], [-1.56316, 0.67183, 0.36350], [0.12226, 2.25506, 1.19961], [0.61115, 0.16614, -0.02599], [0.00736, -2.18550, -0.84832], [-1.61156, -0.60469, -0.14302], [-0.87008, 2.62826, 1.51160], [2.20053, -2.30319, -1.14113], [0.70803, 2.13345, 2.02478], [0.51677, 2.98231, 0.40365], [-2.48092, -1.09903, -0.43742], [1.52824, -0.01885, 0.45076], [1.25388, -3.83889, -1.20787], [-2.30935, 1.33080, 0.75547], [-0.94247, -2.88375, -0.80027]],
  "forces_ev_per_a": [[0.32, -0.32, 0.56], [-0.28, -2.01, -1.11], [1.87, 2.31, 1.83], [-2.40, 1.73, 0.35], [0.27, -1.57, 0.39], [-2.25, 2.29, -2.86], [-4.22, -1.04, -1.61], [1.31, -4.54, -0.21], [1.01, 4.22, 0.43], [0.76, 0.43, 0.23], [-0.16, 0.44, 0.14], [1.92, -0.12, 2.10], [-0.20, -1.04, 1.23], [-0.80, -1.05, -0.49], [1.38, -0.46, -0.28], [-0.18, -0.64, -0.23], [-0.45, -0.08, -0.14], [2.11, 1.43, -0.32]]
}